Here is a structure of composition C56H54GeN3O7P2SeW in a non-equilibrium geometry from OMol25. Energies are from ωB97M-V with the def2-TZVPD basis set.

Geometry as XYZ:
```
125
Properties=species:S:1:pos:R:3:forces:R:3:mulliken_charge:R:1
W -0.30495 0.55293 0.73203 2.3 -0.3 1.1 1.94
O -1.91105 -0.40307 0.01643 -4.6 -5.6 4.5 0.67
H -2.64165 -0.02967 -0.53787 0.6 -1.8 -1.0 -0.07
H -2.15325 -1.35567 0.13733 0.9 0.2 0.5 0.07
O 1.10105 1.17813 -0.54777 3.5 2.7 -2.8 1.06
H 1.34795 2.11133 -0.76857 -0.6 -0.9 0.5 -0.57
H 1.70585 0.62363 -1.10207 -0.4 0.2 1.1 -0.01
O -0.40005 2.00413 1.67503 -0.1 1.1 2.0 -1.01
O 3.12995 0.67913 0.63833 0.0 -0.2 2.4 -0.64
C 2.53565 0.43273 1.73383 0.6 0.5 -1.9 0.18
O 1.27895 0.35823 1.90453 4.1 0.0 2.7 0.02
C 3.40985 0.20593 2.95433 0.1 -0.2 0.6 -0.08
C 2.83535 -0.07337 4.20713 0.3 0.0 -0.1 -0.14
C 3.63325 -0.28307 5.33413 -0.1 0.0 -0.3 -0.55
C 5.02575 -0.21317 5.21033 -0.4 0.1 -0.5 0.00
C 5.62165 0.06333 3.97423 -0.3 0.0 -0.2 -0.67
C 4.81115 0.27083 2.85583 -0.2 -0.1 0.2 -0.20
N 5.87005 -0.43207 6.38913 0.7 -0.2 0.9 0.98
O 5.31065 -0.67527 7.46983 0.8 0.3 -1.4 -0.61
O 7.10085 -0.36287 6.24553 -1.7 -0.1 0.3 -0.61
H 1.74965 -0.12497 4.28983 0.2 0.0 -0.1 0.49
H 3.15285 -0.49647 6.28503 0.3 0.0 -0.1 0.46
H 6.70035 0.12163 3.85883 -0.2 -0.1 0.3 0.44
H 5.26235 0.48703 1.88743 -0.2 -0.1 0.2 0.47
C -2.93485 1.28673 5.23013 0.2 0.4 -0.3 -0.68
N -2.84825 -0.17077 5.20833 -0.1 -0.1 0.3 0.38
C -3.34135 -1.01377 6.13823 -0.7 -2.3 1.4 -0.61
C -3.05165 -2.30697 5.74973 -1.3 0.8 2.2 -0.40
N -2.38055 -2.25897 4.58113 -0.2 0.0 0.3 0.29
C -1.88435 -3.40307 3.82133 0.3 -0.1 -0.5 -0.75
C -2.26765 -0.94947 4.26983 0.5 0.2 -1.3 -0.88
Se -1.47105 -0.33967 2.83393 0.8 -1.1 1.5 -0.38
H -3.47535 1.63243 6.13713 0.3 -0.5 -0.5 0.31
H -3.48185 1.64273 4.33193 0.5 -0.2 0.5 0.25
H -1.91375 1.72243 5.23583 -0.6 -0.3 -0.2 0.27
H -3.87215 -0.71377 7.03253 0.1 0.1 -0.2 0.43
H -3.31235 -3.21287 6.28193 0.2 0.1 -0.2 0.43
H -2.13445 -4.35367 4.33903 0.0 0.8 -0.1 0.31
H -0.78125 -3.33327 3.71713 -0.7 0.0 -0.1 0.32
H -2.34945 -3.41307 2.81323 0.4 0.1 0.6 0.20
C 0.48145 -1.33347 0.07773 1.6 -1.5 1.9 0.63
Ge 1.18405 -3.04677 -0.52067 -0.5 3.0 2.0 2.47
C 0.07875 -3.65997 -1.97827 -0.1 -3.6 0.1 1.46
C -1.29335 -3.85577 -1.76997 -0.1 -0.9 -0.7 -0.77
C -2.10725 -4.29797 -2.81747 0.6 0.2 0.0 -0.92
C -1.55395 -4.54407 -4.07727 0.1 0.2 0.2 -0.69
C -0.18655 -4.34687 -4.29047 0.0 0.2 0.6 -0.56
C 0.62945 -3.90487 -3.24417 -0.6 -1.7 -0.5 -1.25
C 3.02245 -2.87117 -1.07147 0.6 -0.3 -0.6 -0.42
C 3.66375 -1.62567 -1.03267 0.3 -0.5 -0.6 0.25
C 4.99945 -1.51257 -1.43187 -0.2 -0.5 0.0 -0.87
C 5.69795 -2.64217 -1.86907 -0.5 0.0 0.2 -0.54
C 5.06155 -3.88627 -1.90667 -0.2 0.3 0.1 -0.73
C 3.72635 -4.00147 -1.50787 0.7 0.7 0.0 -0.43
C 1.15065 -4.28427 0.95493 -0.2 -0.7 0.1 0.09
C 1.87055 -3.98527 2.11893 -0.3 -0.6 0.2 -0.42
C 1.85985 -4.87357 3.19893 -0.2 0.0 -0.4 -0.65
C 1.13075 -6.06367 3.11873 -0.1 0.2 -0.4 -0.55
C 0.41285 -6.36647 1.95793 0.2 0.3 0.1 -0.65
C 0.42205 -5.47947 0.87663 0.4 0.0 0.8 -0.65
H 0.49745 -0.61357 -0.76597 2.6 -2.0 1.0 -1.73
H -1.73025 -3.66697 -0.79757 0.1 0.1 0.1 0.47
H -3.16615 -4.44937 -2.65267 -0.1 0.0 0.0 0.44
H -2.18445 -4.88597 -4.88787 0.0 0.0 0.0 0.39
H 0.24105 -4.53577 -5.26667 0.0 0.0 -0.1 0.43
H 1.68435 -3.75457 -3.42607 0.1 0.1 0.1 0.44
H 3.13485 -0.74437 -0.69557 0.0 -0.3 0.1 0.08
H 5.49305 -0.54987 -1.40197 0.0 0.1 0.0 0.43
H 6.73165 -2.55347 -2.17757 0.0 0.0 0.0 0.38
H 5.60255 -4.76087 -2.24407 0.1 0.0 0.0 0.39
H 3.24055 -4.96867 -1.53867 0.0 -0.1 0.0 0.45
H 2.43835 -3.06607 2.18883 0.0 0.1 -0.1 0.37
H 2.41645 -4.63967 4.09713 0.0 0.0 0.0 0.44
H 1.12305 -6.75107 3.95473 0.0 0.0 0.0 0.37
H -0.15015 -7.28877 1.89573 0.0 -0.1 0.0 0.40
H -0.13515 -5.72917 -0.01527 0.0 0.0 -0.1 0.31
C -2.21365 3.55243 -1.67257 -0.6 0.6 -0.9 -1.00
P -1.50185 2.11423 -0.72697 -0.2 0.3 -1.3 1.20
C -0.80875 1.00243 -2.01227 -1.2 0.2 -2.4 1.75
C -0.62085 -0.35777 -1.70697 -1.0 0.7 -5.5 0.26
C -0.09095 -1.24807 -2.64627 -0.2 2.2 -1.6 1.03
C 0.27645 -0.79277 -3.90787 -0.1 -0.4 0.5 -0.81
C 0.12255 0.55253 -4.22397 0.0 0.6 0.1 -1.62
C -0.40885 1.44053 -3.28247 0.1 -0.3 -0.4 -0.81
C -3.03255 1.21863 -0.28247 -4.0 5.7 -0.3 0.00
C -3.32275 1.01773 1.07523 -2.3 1.5 0.7 -0.74
C -4.48285 0.34443 1.46563 0.5 0.6 -0.3 -0.83
C -5.36775 -0.13597 0.50353 -0.1 -0.1 -0.4 -0.74
C -5.09395 0.05713 -0.84857 -0.2 -0.3 0.4 -0.95
C -3.93465 0.73183 -1.23977 -0.8 0.6 -0.3 -0.35
P -1.35935 5.20503 -1.52717 0.0 -0.4 1.1 -0.35
C -2.36735 6.25663 -2.62137 -0.2 0.2 -0.6 0.44
C -2.62225 7.57693 -2.21737 -0.1 0.0 -0.2 -0.60
C -3.39615 8.43463 -3.00467 0.1 -0.2 0.0 -0.55
C -3.92715 7.98663 -4.21057 0.1 0.0 0.1 -0.41
C -3.68465 6.68183 -4.62937 0.2 -0.1 0.3 -0.71
C -2.91325 5.82373 -3.83977 -0.2 0.4 -0.2 0.18
C 0.21915 4.97153 -2.40607 0.5 -0.1 -0.6 0.18
C 0.50255 5.47923 -3.68107 0.3 -0.1 -0.1 0.00
C 1.74315 5.25813 -4.29157 -0.1 0.0 0.4 -0.74
C 2.73205 4.53673 -3.63007 -0.1 0.1 -0.1 -0.52
C 2.48695 4.05113 -2.35177 -0.4 0.1 0.1 -0.70
C 1.24865 4.27753 -1.74357 0.2 -0.1 -0.3 -0.75
H -3.20935 3.73933 -1.25067 0.1 0.0 0.1 0.52
H -2.38445 3.26963 -2.71287 0.0 0.0 -0.2 0.42
H -0.89135 -0.74507 -0.72597 0.7 -1.4 -4.3 -0.84
H 0.03595 -2.29557 -2.38667 -0.2 3.2 -0.7 -1.54
H 0.69075 -1.48147 -4.63897 -0.1 0.0 0.0 0.36
H 0.42315 0.92073 -5.20167 0.0 0.0 0.1 0.37
H -0.48675 2.48233 -3.57407 -0.1 0.1 0.1 0.17
H -2.64605 1.38393 1.84493 -0.5 0.4 -0.6 1.53
H -4.69335 0.19573 2.52153 0.1 0.0 -0.1 0.37
H -6.26925 -0.66137 0.80713 0.1 0.1 -0.1 0.40
H -5.78115 -0.31987 -1.60147 0.1 0.0 0.1 0.42
H -3.74185 0.86263 -2.30217 0.2 0.0 0.2 0.45
H -2.21875 7.95403 -1.27927 0.0 -0.2 -0.1 0.36
H -3.58215 9.45283 -2.67287 0.0 -0.1 0.0 0.37
H -4.52695 8.65373 -4.82387 0.1 -0.1 0.1 0.36
H -4.09185 6.32973 -5.57367 0.1 0.0 0.1 0.38
H -2.72995 4.81993 -4.21277 0.0 0.1 0.2 0.31
H -0.22465 6.06933 -4.23077 -0.1 -0.1 0.2 0.33
H 1.93595 5.65973 -5.28277 -0.1 0.0 0.1 0.40
H 3.69445 4.36523 -4.10407 -0.1 0.0 0.1 0.39
H 3.25625 3.49673 -1.82017 -0.1 0.1 0.0 0.50
H 1.09975 3.89603 -0.73507 -0.2 0.3 0.0 1.14
```
Forces are in eV/Å.

Calculated values
HOMO-LUMO gap (spin up / spin down)	3.42 / 3.81	eV
charge	-1
highest occupied orbital energy (spin up / spin down)	-1.9 / -2.3	eV
2S+1	3

***

Here is a cluster of 5 separate species, C56H56BClF4I2N2O5PS in total in a non-equilibrium geometry from OMol25. Energies are from ωB97M-V with the def2-TZVPD basis set.

Geometry as XYZ:
```
129
Properties=species:S:1:pos:R:3:forces:R:3:mulliken_charge:R:1
C -2.37170 -6.21495 2.21590 0.0 0.2 0.1 -1.56
C -2.50378 -4.82074 1.60185 0.4 -0.2 0.0 0.54
C -1.26802 -4.44774 0.77043 -0.4 0.1 -0.1 -1.26
I -1.64466 -4.45509 -1.37266 0.3 -0.2 -0.1 -0.01
C -0.61449 -3.13398 1.09127 0.4 -0.4 -0.1 0.15
C 0.76800 -3.13166 1.31664 0.1 -0.1 -0.3 -0.26
B 1.52415 -4.52079 1.30377 0.1 0.2 0.3 0.60
C 1.75896 -5.26956 2.67224 0.1 -0.2 -0.1 -1.13
O 1.92636 -5.07022 0.12426 -0.1 0.0 0.0 -0.86
C 1.44161 -1.93216 1.57243 -0.2 -0.1 0.0 0.41
C 2.92996 -1.95795 1.81996 0.2 0.1 0.2 -1.27
O 3.67170 -2.82007 0.96130 -0.2 -0.2 0.1 -0.49
C 3.69370 -2.52271 -0.37049 0.1 0.2 0.1 0.84
C 3.15111 -1.37236 -0.92523 -0.2 0.2 0.2 0.40
C 3.23429 -1.15811 -2.29113 0.0 0.0 -0.2 -0.85
C 3.85731 -2.07737 -3.11002 0.1 -0.1 -0.2 -0.57
C 4.42696 -3.20960 -2.55164 0.0 -0.1 0.3 -0.42
C 4.34251 -3.43224 -1.18502 0.3 -0.2 -0.4 -0.64
C 0.73251 -0.73334 1.62988 0.2 -0.2 0.0 0.41
C 1.36924 0.60024 1.92326 0.0 0.5 0.0 -1.48
C 1.47473 1.53874 0.69929 -0.3 -0.2 -0.2 -0.56
C 1.12799 2.96558 1.06264 0.2 -0.1 0.1 -0.40
Cl 0.96924 3.98976 -0.39446 0.0 0.1 -0.1 -0.27
C -0.64366 -0.78444 1.43203 -0.1 0.3 0.0 1.15
C -1.33682 -1.95095 1.16197 -0.1 0.3 0.1 -0.58
N -2.75204 -1.95149 1.01964 0.3 0.1 -0.1 1.64
C -3.46881 -1.98491 2.40263 -0.6 0.0 0.4 0.41
O -2.73012 -1.72015 3.35089 0.2 -0.3 0.0 -0.66
O -4.65935 -2.27359 2.31528 0.1 0.2 -0.1 -0.73
C -3.25880 -0.91883 0.19933 -0.2 -0.4 -0.1 -0.75
C -4.29287 -1.14128 -0.71390 -0.2 -0.3 0.0 -0.89
I -5.08987 -3.06597 -0.83772 -0.2 0.1 0.0 0.06
C -4.79120 -0.12403 -1.52124 -0.1 0.5 -0.2 0.66
C -5.92401 -0.36193 -2.50472 0.0 0.0 -0.1 -2.02
C -7.30635 -0.30009 -1.88481 -0.2 -0.1 0.1 0.79
C -7.85369 1.07261 -1.60492 0.1 0.1 -0.1 -1.17
N -7.95656 -1.36520 -1.65595 0.1 0.0 -0.2 -0.63
C -4.22220 1.16912 -1.44810 0.6 0.2 0.2 1.24
P -4.80850 2.46206 -2.60803 -1.2 0.0 -0.1 0.51
C -4.28702 4.13385 -2.07754 0.7 -0.1 -0.2 -1.18
C -3.86608 2.19470 -4.17017 0.3 0.3 0.5 -1.36
C -3.21699 1.39038 -0.50415 -0.2 0.0 -0.2 -0.35
O -2.60225 2.62285 -0.36124 0.0 0.0 0.0 -0.55
C -2.76266 0.37181 0.30857 0.1 -0.2 0.1 0.53
S -1.55583 0.71393 1.53074 0.1 0.4 0.1 0.04
H -2.63216 -7.00775 1.51742 0.0 -0.1 -0.1 0.35
H -3.01071 -6.27978 3.09455 -0.2 -0.2 0.0 0.46
H -1.35324 -6.37277 2.57386 0.1 -0.1 0.0 0.26
H -3.40818 -4.73674 1.01137 -0.2 0.2 0.1 -0.25
H -2.55526 -4.11207 2.42083 -0.1 0.1 0.1 0.15
H -0.55178 -5.26072 0.83265 0.2 0.0 0.0 0.73
H 2.19525 -6.26473 2.55548 0.1 -0.1 0.0 0.36
H 0.82007 -5.38047 3.21508 -0.1 0.1 0.1 0.29
H 2.42137 -4.69045 3.31768 0.0 0.1 0.1 0.27
H 2.40468 -5.89066 0.27697 0.0 -0.1 -0.1 0.25
H 3.12982 -2.34297 2.82004 0.0 -0.1 0.0 0.33
H 3.36984 -0.96289 1.78275 0.0 0.1 -0.1 0.46
H 2.64188 -0.65896 -0.29898 0.0 0.1 -0.1 -0.44
H 2.80311 -0.28065 -2.75169 -0.1 0.2 0.2 0.49
H 3.89925 -1.92370 -4.17885 0.0 0.1 -0.1 0.47
H 4.92736 -3.92986 -3.18081 0.0 -0.1 0.0 0.46
H 4.78186 -4.31578 -0.74630 0.0 -0.1 0.1 0.45
H 2.35195 0.52224 2.37936 0.0 -0.2 0.1 0.80
H 0.75519 1.09443 2.67877 0.0 0.1 0.1 -0.13
H 2.46792 1.49332 0.25289 0.1 0.0 0.0 0.37
H 0.76725 1.21028 -0.06136 0.0 0.0 -0.1 0.45
H 1.90331 3.41954 1.67364 0.0 0.1 0.1 0.45
H 0.17337 2.99419 1.57613 -0.1 0.1 0.0 0.06
H -5.79918 -1.30447 -3.03115 0.0 -0.2 0.2 0.65
H -5.89396 0.43155 -3.24792 0.0 0.0 -0.2 0.31
H -7.76211 1.70503 -2.48640 0.0 0.0 -0.1 0.23
H -8.90193 1.01267 -1.32243 -0.1 0.0 0.2 0.50
H -7.27561 1.56924 -0.82579 0.0 0.0 0.1 0.22
H -8.85873 -1.12862 -1.24386 -0.1 0.0 0.0 0.21
H -3.21983 4.23795 -1.90792 0.1 0.0 0.1 0.36
H -4.54219 4.78929 -2.91034 -0.2 0.1 0.0 0.43
H -4.84390 4.44791 -1.19896 -0.1 0.0 0.1 0.26
H -4.51320 2.48514 -4.99197 0.0 -0.1 -0.2 0.36
H -3.58504 1.14834 -4.24212 0.0 -0.1 -0.1 0.39
H -2.96579 2.80865 -4.20591 0.2 -0.1 0.0 0.43
H -3.17676 3.18599 0.16534 0.0 0.1 0.0 0.12
F 5.11984 1.70408 -0.92988 0.0 0.0 0.0 -0.22
C 6.23450 1.30805 -1.57206 0.1 -0.1 -0.1 0.39
C 6.69857 2.05651 -2.63520 -0.1 0.1 0.0 -0.59
C 7.85172 1.64111 -3.28589 0.0 0.0 0.0 -0.31
C 8.51671 0.49292 -2.87750 0.0 0.0 0.0 -0.61
C 8.02629 -0.24606 -1.80862 0.0 0.1 -0.1 -0.38
C 6.87927 0.16423 -1.14780 -0.1 -0.2 0.2 -0.21
H 6.16240 2.94459 -2.94145 0.0 0.0 0.0 0.43
H 8.23099 2.21945 -4.11800 0.0 0.0 0.0 0.37
H 9.41254 0.17371 -3.39336 0.0 0.0 0.0 0.38
H 8.53269 -1.14696 -1.48976 0.0 0.0 0.0 0.38
H 6.48194 -0.39523 -0.31091 -0.1 0.0 0.0 0.37
F 4.40480 -4.60168 -5.52851 0.0 -0.1 0.0 -0.33
C 4.22908 -3.85570 -6.63568 0.0 0.1 0.0 0.33
C 5.30483 -3.15700 -7.14557 0.1 0.0 0.0 -0.32
C 5.11458 -2.38803 -8.28463 -0.1 0.0 0.0 -0.33
C 3.86579 -2.32366 -8.88707 0.0 0.0 0.0 -0.52
C 2.80070 -3.03356 -8.34927 0.1 0.0 0.0 -0.34
C 2.97684 -3.81124 -7.21432 -0.1 0.0 0.0 -0.44
H 6.26597 -3.21605 -6.65307 0.0 0.0 0.0 0.42
H 5.94656 -1.83567 -8.70066 0.0 0.0 0.0 0.35
H 3.72224 -1.71887 -9.77229 0.0 0.0 0.0 0.37
H 1.82444 -2.98025 -8.81191 0.0 0.0 0.0 0.36
H 2.16288 -4.37301 -6.77690 0.0 0.0 0.0 0.43
F 2.53765 0.90628 6.40588 0.0 0.0 0.0 -0.33
C 1.58326 1.86013 6.36330 -0.1 0.1 0.0 0.40
C 0.48763 1.68364 5.54358 0.0 -0.1 -0.1 -0.63
C -0.48174 2.67396 5.51773 -0.2 0.0 -0.1 -0.46
C -0.36394 3.81872 6.29351 0.2 -0.2 0.0 -0.50
C 0.75338 3.97098 7.10470 0.0 0.0 0.0 -0.34
C 1.73445 2.98831 7.14551 0.1 0.1 0.1 -0.52
H 0.37184 0.79238 4.94082 0.1 -0.1 0.1 0.64
H -1.35170 2.51662 4.89100 0.0 0.1 0.0 0.52
H -1.12808 4.57791 6.26269 0.0 0.0 0.1 0.41
H 0.86590 4.86006 7.71138 0.0 0.0 0.0 0.39
H 2.60713 3.08835 7.77708 0.0 0.0 0.0 0.42
F -1.78079 6.75093 6.03754 0.0 0.1 0.0 -0.31
C -2.81128 6.79318 5.16409 0.0 0.0 -0.1 0.44
C -2.77850 5.95893 4.06492 0.1 -0.1 0.0 -0.50
C -3.84149 5.99937 3.17511 0.0 0.0 0.0 -0.11
C -4.90475 6.86556 3.38922 0.0 0.0 0.0 -0.74
C -4.90802 7.69531 4.50175 0.0 0.0 0.0 -0.22
C -3.85515 7.66217 5.40498 0.0 0.1 0.1 -0.68
H -1.93711 5.29526 3.91465 0.0 0.0 0.0 0.55
H -3.83742 5.34828 2.31159 0.0 0.0 0.0 0.42
H -5.72997 6.89214 2.69067 0.0 0.0 0.0 0.38
H -5.73448 8.37256 4.67052 0.0 0.0 0.0 0.35
H -3.83891 8.29341 6.28297 0.0 0.0 0.0 0.42
```
Forces are in eV/Å.

Calculated values
HOMO-LUMO gap	6.97	eV
charge	-1
highest occupied orbital energy	-5.0	eV
2S+1	1

***

Question: charge of number 2 (C56H56BClF4I2N2O5PS)?
Answer: -1

***

Question: charge of number 2 (C56H56BClF4I2N2O5PS)?
Answer: -1

***

Question: Look up the charge of the first one.
Answer: -1